# 1
{
  "formula": "C34H47CrN4Si",
  "method": "the ωB97M-V functional and the def2-TZVPD basis",
  "lumo_ev": [2.6, 2.5],
  "spin_multiplicity": 5,
  "relative_energy_ev": 0.069,
  "charge": -1,
  "elements": ["Cr", "C", "Si", "C", "N", "C", "C", "C", "C", "C", "C", "C", "C", "C", "C", "C", "C", "C", "C", "C", "C", "C", "H", "H", "H", "H", "H", "H", "H", "H", "H", "H", "H", "H", "H", "H", "H", "H", "H", "H", "H", "H", "H", "H", "H", "H", "C", "N", "C", "C", "N", "H", "H", "H", "H", "H", "H", "C", "C", "C", "C", "C", "C", "C", "C", "C", "C", "C", "C", "N", "H", "H", "H", "H", "H", "H", "H", "H", "H", "H", "H", "H", "H", "H", "H", "H", "H"],
  "xyz": [[0.604, 1.055, 0.022], [0.134, 0.443, 2.020], [-1.276, -0.699, 1.968], [-0.993, -1.855, 0.487], [-0.790, -1.125, -0.781], [0.082, -1.839, -1.719], [-0.562, -3.085, -2.328], [-1.989, -2.778, -2.842], [-2.270, -1.275, -2.808], [-2.087, -0.731, -1.394], [-1.325, -1.875, 3.463], [-2.256, -1.748, 4.499], [-2.184, -2.536, 5.645], [-1.169, -3.472, 5.785], [-0.225, -3.610, 4.775], [-0.304, -2.818, 3.635], [-2.989, 0.082, 1.923], [-4.133, -0.715, 1.807], [-5.408, -0.162, 1.812], [-5.565, 1.214, 1.933], [-4.444, 2.022, 2.053], [-3.169, 1.459, 2.047], [0.966, -0.141, 2.431], [-0.016, 1.298, 2.690], [-1.776, -2.629, 0.386], [-0.063, -2.387, 0.733], [0.999, -2.101, -1.194], [0.375, -1.146, -2.507], [-0.591, -3.882, -1.580], [0.076, -3.440, -3.141], [-2.732, -3.278, -2.211], [-2.123, -3.166, -3.854], [-3.297, -1.074, -3.121], [-1.614, -0.752, -3.511], [-2.904, -1.118, -0.778], [-2.183, 0.353, -1.396], [-3.056, -1.018, 4.408], [-2.920, -2.416, 6.433], [-1.109, -4.085, 6.677], [0.576, -4.334, 4.879], [0.455, -2.931, 2.864], [-4.024, -1.794, 1.722], [-6.279, -0.801, 1.726], [-6.557, 1.651, 1.938], [-4.564, 3.096, 2.155], [-2.297, 2.100, 2.139], [-1.220, 4.341, -2.539], [-2.001, 4.118, -1.318], [-2.627, 5.303, -0.753], [-1.537, 3.183, -0.465], [-0.742, 2.292, -0.365], [-1.869, 4.752, -3.313], [-0.812, 3.392, -2.879], [-0.391, 5.036, -2.367], [-3.364, 5.703, -1.451], [-1.888, 6.083, -0.544], [-3.123, 5.036, 0.176], [2.868, -2.098, 0.975], [4.098, -1.178, 0.953], [4.014, -0.133, 2.077], [4.362, -0.517, -0.397], [5.623, -0.709, -0.946], [6.012, -0.155, -2.159], [5.072, 0.605, -2.840], [3.792, 0.843, -2.354], [2.880, 1.696, -3.226], [1.584, 0.985, -3.634], [2.585, 3.068, -2.600], [3.388, 0.310, -1.076], [2.181, 0.562, -0.538], [2.816, -2.645, 1.926], [2.916, -2.828, 0.159], [1.964, -1.510, 0.856], [4.967, -1.810, 1.151], [3.203, 0.564, 1.872], [4.948, 0.433, 2.143], [3.828, -0.610, 3.048], [6.330, -1.328, -0.397], [7.010, -0.307, -2.556], [5.343, 1.036, -3.801], [3.437, 1.880, -4.146], [0.956, 0.812, -2.771], [1.806, 0.017, -4.092], [1.023, 1.590, -4.358], [2.056, 2.953, -1.663], [1.972, 3.679, -3.275], [3.519, 3.601, -2.402]]
}



# 2
{
  "formula": "C34H47CrNO2P2",
  "method": "the ωB97M-V functional and the def2-TZVPD basis",
  "lumo_ev": [-2.9, -3.2],
  "spin_multiplicity": 4,
  "relative_energy_ev": 0.000,
  "charge": 1,
  "elements": ["Cr", "C", "C", "C", "P", "C", "C", "C", "C", "C", "C", "C", "C", "C", "C", "N", "C", "C", "C", "C", "C", "C", "C", "P", "C", "C", "C", "C", "C", "C", "H", "H", "H", "H", "H", "H", "H", "H", "H", "H", "H", "H", "H", "H", "H", "H", "H", "H", "H", "H", "H", "H", "H", "H", "H", "H", "H", "H", "H", "H", "H", "H", "H", "H", "H", "H", "H", "H", "H", "H", "C", "C", "O", "C", "C", "C", "C", "C", "C", "O", "H", "H", "H", "H", "H", "H", "H"],
  "xyz": [[-0.385, 0.092, -0.036], [-2.185, 1.322, 3.574], [-0.681, 1.511, 3.364], [-0.364, 2.845, 2.687], [-0.015, 0.128, 2.371], [-0.386, -1.433, 3.253], [0.273, -2.598, 2.511], [0.021, -1.404, 4.723], [1.770, 0.347, 2.316], [2.547, 0.807, 3.379], [3.885, 1.129, 3.213], [4.730, 1.619, 4.359], [4.414, 1.008, 1.928], [3.660, 0.551, 0.862], [2.329, 0.180, 1.050], [1.490, -0.259, -0.030], [2.114, -0.974, -1.107], [3.202, -1.823, -0.921], [3.745, -2.509, -1.995], [3.228, -2.397, -3.285], [3.817, -3.163, -4.440], [2.113, -1.588, -3.450], [1.553, -0.891, -2.383], [-0.010, 0.001, -2.443], [0.249, 1.623, -3.248], [0.658, 1.522, -4.714], [1.269, 2.421, -2.433], [-1.141, -0.972, -3.503], [-1.311, -2.398, -2.985], [-2.478, -0.234, -3.607], [-2.583, 2.150, 4.164], [-2.419, 0.398, 4.105], [-2.719, 1.313, 2.622], [-0.176, 1.472, 4.333], [-0.800, 2.887, 1.687], [0.710, 3.017, 2.607], [-0.793, 3.661, 3.271], [-1.473, -1.545, 3.176], [1.361, -2.531, 2.581], [0.002, -2.626, 1.455], [-0.034, -3.544, 2.960], [1.104, -1.307, 4.825], [-0.269, -2.341, 5.202], [-0.451, -0.593, 5.277], [2.094, 0.941, 4.356], [4.138, 1.738, 5.265], [5.189, 2.581, 4.128], [5.537, 0.918, 4.578], [5.445, 1.297, 1.752], [4.104, 0.498, -0.122], [3.626, -1.958, 0.064], [4.594, -3.161, -1.822], [4.882, -3.343, -4.293], [3.693, -2.623, -5.378], [3.334, -4.136, -4.554], [1.657, -1.518, -4.433], [-0.721, 2.124, -3.169], [1.610, 0.997, -4.822], [0.793, 2.526, -5.121], [-0.089, 1.018, -5.328], [2.257, 1.957, -2.490], [0.991, 2.497, -1.380], [1.350, 3.434, -2.829], [-0.680, -1.014, -4.494], [-1.691, -2.410, -1.961], [-0.375, -2.956, -3.004], [-2.030, -2.924, -3.615], [-2.929, -0.085, -2.622], [-3.177, -0.816, -4.210], [-2.376, 0.746, -4.074], [-4.013, -2.138, 0.490], [-3.171, -0.919, 0.262], [-1.934, -1.125, 0.196], [-3.762, 0.382, 0.125], [-5.172, 0.521, 0.219], [-5.778, 1.737, 0.099], [-4.975, 2.873, -0.123], [-3.613, 2.781, -0.223], [-2.964, 1.534, -0.104], [-1.666, 1.506, -0.209], [-3.365, -3.000, 0.622], [-4.667, -2.307, -0.368], [-4.649, -2.016, 1.367], [-5.781, -0.356, 0.390], [-6.852, 1.829, 0.170], [-5.445, 3.845, -0.217], [-2.995, 3.653, -0.395]]
}



# 3
{
  "formula": "C34H47F12N2O8S",
  "method": "the ωB97M-V functional and the def2-TZVPD basis",
  "lumo_ev": -3.3,
  "charge": 1,
  "elements": ["C", "C", "C", "C", "N", "C", "C", "C", "S", "C", "N", "C", "C", "C", "C", "C", "C", "C", "C", "C", "C", "H", "H", "H", "H", "H", "H", "H", "H", "H", "H", "H", "H", "H", "H", "H", "H", "H", "H", "H", "H", "H", "H", "H", "H", "H", "H", "H", "C", "C", "O", "C", "O", "C", "F", "F", "F", "H", "H", "H", "H", "H", "C", "C", "O", "C", "O", "C", "F", "F", "F", "H", "H", "H", "H", "H", "C", "C", "O", "C", "O", "C", "F", "F", "F", "H", "H", "H", "H", "H", "C", "C", "O", "C", "O", "C", "F", "F", "F", "H", "H", "H", "H", "H"],
  "xyz": [[-4.965, -1.465, 6.047], [-3.935, -0.416, 5.724], [-3.351, -0.385, 4.163], [-1.985, 0.559, 4.015], [-2.108, 1.005, 2.543], [-1.039, 2.003, 2.161], [0.219, 1.405, 1.306], [0.558, -0.177, 1.554], [0.435, -1.038, -0.140], [-3.566, 1.505, 2.480], [-4.027, 2.188, 1.211], [-5.357, 2.527, 1.249], [-6.194, 3.081, 2.546], [-6.176, 2.402, -0.203], [-4.394, 0.185, 3.034], [-5.066, -0.830, 1.936], [-4.260, -1.141, 0.523], [-4.846, -2.117, -0.689], [-6.313, -2.806, -0.440], [-7.141, -2.524, 0.970], [-6.533, -1.553, 2.178], [-4.617, -2.597, 6.189], [-6.109, -1.260, 6.203], [-3.596, 0.366, 6.549], [-2.897, -1.459, 4.058], [-0.947, 0.026, 4.249], [-1.947, 1.518, 4.685], [-2.169, 0.078, 2.070], [-1.499, 2.889, 1.507], [-0.639, 2.505, 3.140], [0.123, 1.637, 0.141], [1.187, 2.011, 1.657], [1.677, -0.266, 1.894], [-0.090, -0.703, 2.378], [-0.418, -0.313, -1.002], [-3.561, 2.275, 3.389], [-5.588, 3.124, 3.546], [-7.170, 2.444, 2.774], [-6.501, 4.205, 2.292], [-5.358, 2.558, -1.032], [-6.971, 3.269, -0.286], [-6.629, 1.326, -0.292], [-5.220, 0.708, 3.713], [-3.213, -0.634, 0.293], [-4.225, -2.277, -1.680], [-6.779, -3.509, -1.253], [-8.193, -3.044, 1.057], [-7.126, -1.373, 3.191], [3.292, -2.515, -0.809], [3.940, -3.855, -0.512], [4.711, -4.303, -1.636], [5.973, -3.776, -1.751], [6.449, -2.964, -0.962], [6.697, -4.372, -2.957], [5.913, -4.423, -4.071], [7.111, -5.651, -2.725], [7.811, -3.671, -3.310], [2.702, -2.568, -1.730], [2.639, -2.210, 0.014], [4.047, -1.737, -0.959], [3.162, -4.607, -0.341], [4.554, -3.816, 0.395], [2.483, -2.652, -7.315], [2.499, -2.377, -5.823], [1.471, -1.438, -5.472], [0.211, -1.957, -5.311], [-0.063, -3.145, -5.454], [-0.770, -0.863, -4.892], [-0.628, 0.281, -5.621], [-0.609, -0.503, -3.586], [-2.074, -1.236, -5.025], [2.555, -1.717, -7.880], [3.315, -3.303, -7.598], [1.548, -3.134, -7.618], [3.455, -1.919, -5.547], [2.404, -3.300, -5.240], [-2.663, 7.241, 6.931], [-2.990, 6.433, 5.689], [-3.010, 5.030, 5.990], [-4.168, 4.549, 6.547], [-5.150, 5.244, 6.793], [-4.071, 3.040, 6.770], [-2.882, 2.663, 7.321], [-4.187, 2.341, 5.603], [-5.041, 2.559, 7.598], [-1.726, 6.893, 7.380], [-2.567, 8.303, 6.689], [-3.441, 7.128, 7.692], [-2.209, 6.585, 4.937], [-3.937, 6.751, 5.237], [10.847, -1.496, -4.481], [9.535, -1.600, -5.237], [9.466, -0.604, -6.267], [10.109, -0.905, -7.442], [10.721, -1.951, -7.638], [9.914, 0.216, -8.463], [10.093, 1.456, -7.926], [8.659, 0.211, -8.996], [10.775, 0.132, -9.516], [10.989, -0.481, -4.095], [10.869, -2.200, -3.644], [11.698, -1.709, -5.135], [8.703, -1.407, -4.552], [9.386, -2.604, -5.651]]
}



# 4
{
  "formula": "C34H47MnN5O2P",
  "method": "the ωB97M-V functional and the def2-TZVPD basis",
  "lumo_ev": [-1.8, -1.8],
  "spin_multiplicity": 2,
  "relative_energy_ev": 0.035,
  "charge": 1,
  "elements": ["Mn", "C", "C", "N", "C", "C", "N", "C", "C", "C", "N", "C", "C", "N", "C", "H", "H", "H", "H", "H", "H", "H", "H", "H", "H", "H", "H", "H", "H", "H", "H", "H", "H", "H", "H", "H", "H", "H", "H", "O", "C", "O", "C", "C", "C", "C", "C", "C", "P", "C", "C", "C", "C", "C", "C", "C", "C", "C", "C", "C", "C", "H", "H", "H", "H", "H", "H", "H", "H", "H", "H", "H", "H", "H", "H", "C", "C", "C", "C", "C", "N", "H", "H", "H", "H", "H", "H", "H", "H", "H"],
  "xyz": [[0.382, -0.224, 0.036], [3.102, 0.444, -1.694], [1.928, 1.191, -2.291], [0.797, 1.341, -1.343], [-0.452, 1.606, -2.108], [-0.987, 0.303, -2.678], [-1.080, -0.670, -1.588], [-1.635, -1.972, -2.000], [-1.278, -3.091, -1.024], [-1.371, -2.717, 0.452], [-0.157, -2.038, 0.982], [1.017, -2.922, 1.017], [1.905, -2.801, -0.236], [1.685, -1.557, -1.016], [2.926, -1.071, -1.672], [3.292, 0.821, -0.687], [3.998, 0.661, -2.278], [1.567, 0.647, -3.165], [2.225, 2.180, -2.652], [0.978, 2.164, -0.776], [-0.274, 2.336, -2.904], [-1.192, 2.027, -1.430], [-0.336, -0.093, -3.463], [-1.964, 0.490, -3.135], [-1.796, -0.288, -0.963], [-1.270, -2.220, -3.001], [-2.722, -1.880, -2.075], [-0.285, -3.485, -1.249], [-1.955, -3.928, -1.204], [-1.542, -3.620, 1.046], [-2.205, -2.036, 0.621], [-0.384, -1.762, 1.935], [0.717, -3.965, 1.158], [1.599, -2.639, 1.894], [1.786, -3.670, -0.888], [2.946, -2.812, 0.085], [0.988, -1.740, -1.728], [2.968, -1.455, -2.696], [3.775, -1.510, -1.149], [-3.340, 0.975, -0.466], [-2.551, 1.137, 0.473], [-1.723, 0.235, 0.864], [-2.514, 2.434, 1.219], [-3.566, 3.333, 1.080], [-3.548, 4.538, 1.759], [-2.467, 4.851, 2.571], [-1.409, 3.966, 2.701], [-1.421, 2.740, 2.034], [-0.001, 1.587, 2.084], [1.299, 2.628, 2.861], [2.198, 3.261, 2.006], [3.177, 4.115, 2.493], [3.284, 4.330, 3.859], [2.406, 3.695, 4.728], [1.420, 2.854, 4.233], [-0.415, 0.418, 3.440], [0.585, -0.295, 4.102], [0.270, -1.294, 5.012], [-1.055, -1.598, 5.284], [-2.060, -0.875, 4.656], [-1.743, 0.120, 3.744], [-4.387, 3.060, 0.431], [-4.371, 5.232, 1.655], [-2.444, 5.791, 3.106], [-0.573, 4.238, 3.330], [2.126, 3.096, 0.935], [3.852, 4.612, 1.809], [4.049, 4.990, 4.246], [2.481, 3.866, 5.794], [0.726, 2.382, 4.918], [1.624, -0.050, 3.934], [1.064, -1.826, 5.523], [-1.303, -2.378, 5.992], [-3.098, -1.084, 4.878], [-2.539, 0.668, 3.259], [4.382, -1.697, 3.338], [4.397, -0.359, 2.586], [5.548, -0.314, 1.572], [4.492, 0.818, 3.565], [3.137, -0.258, 1.837], [2.157, -0.182, 1.245], [5.309, -1.797, 3.902], [4.310, -2.540, 2.650], [3.548, -1.744, 4.039], [6.494, -0.388, 2.108], [5.544, 0.622, 1.014], [5.490, -1.146, 0.870], [5.429, 0.737, 4.116], [3.672, 0.814, 4.282], [4.476, 1.772, 3.040]]
}



# 5
{
  "formula": "C34H48BN10O2S3Tm",
  "method": "the ωB97M-V functional and the def2-TZVPD basis",
  "lumo_ev": [0.5, 0.5],
  "spin_multiplicity": 3,
  "elements": ["Tm", "C", "C", "C", "C", "N", "N", "B", "N", "N", "C", "C", "C", "C", "C", "C", "C", "C", "N", "N", "C", "C", "C", "C", "C", "C", "C", "C", "C", "C", "C", "C", "H", "H", "H", "H", "H", "H", "H", "H", "H", "H", "H", "H", "H", "H", "H", "H", "H", "H", "H", "H", "H", "H", "H", "H", "H", "H", "H", "H", "H", "H", "H", "H", "H", "H", "H", "H", "H", "H", "H", "H", "S", "C", "N", "N", "C", "C", "C", "C", "C", "C", "S", "O", "O", "N", "C", "S", "C", "C", "N", "H", "H", "H", "H", "H", "H", "H", "H"],
  "xyz": [[0.476, -0.740, 0.253], [-0.873, -4.729, -2.550], [-0.123, -3.423, -2.522], [1.056, -3.136, -3.228], [1.386, -1.825, -2.879], [0.585, -1.366, -1.902], [-0.441, -2.381, -1.756], [-1.877, -2.006, -1.306], [-2.023, -2.202, 0.222], [-1.737, -1.136, 1.172], [-2.016, -1.672, 2.378], [-2.387, -3.035, 2.258], [-2.415, -3.326, 0.878], [-2.874, -4.631, 0.192], [-1.913, -0.873, 3.684], [-1.966, 0.631, 3.385], [-3.118, -1.201, 4.538], [-0.644, -1.219, 4.434], [-2.189, -0.521, -1.596], [-1.479, 0.632, -1.018], [-2.111, 1.704, -1.466], [-3.167, 1.315, -2.342], [-3.144, -0.092, -2.418], [-3.962, -1.055, -3.281], [-1.759, 3.134, -1.063], [-1.127, 3.756, -2.268], [-0.815, 3.164, 0.129], [-3.077, 3.759, -0.652], [2.452, -0.911, -3.527], [1.739, 0.273, -4.145], [3.257, -1.745, -4.532], [3.336, -0.453, -2.372], [-0.238, -5.445, -3.041], [-1.854, -4.643, -3.033], [-1.067, -5.096, -1.510], [1.622, -3.803, -3.886], [-2.678, -2.712, -1.828], [-2.668, -3.738, 3.088], [-3.591, -5.117, 0.892], [-2.107, -5.387, 0.114], [-3.342, -4.440, -0.763], [-2.772, 0.895, 2.663], [-0.994, 1.011, 3.034], [-2.175, 1.144, 4.313], [-4.063, -1.007, 3.976], [-3.173, -0.565, 5.462], [-3.136, -2.244, 4.843], [0.222, -0.762, 3.942], [-0.438, -2.275, 4.541], [-0.675, -0.820, 5.473], [-3.881, 2.019, -2.776], [-4.677, -0.443, -3.864], [-4.547, -1.788, -2.734], [-3.272, -1.561, -3.947], [-0.227, 3.209, -2.607], [-0.814, 4.779, -2.070], [-1.854, 3.718, -3.108], [0.110, 2.631, -0.063], [-1.298, 2.715, 1.025], [-0.554, 4.212, 0.356], [-3.817, 3.787, -1.479], [-2.866, 4.782, -0.277], [-3.511, 3.197, 0.179], [0.980, -0.055, -4.906], [2.457, 0.973, -4.631], [1.192, 0.820, -3.348], [2.644, -2.165, -5.327], [3.737, -2.610, -4.056], [4.027, -1.147, -5.040], [2.754, 0.138, -1.676], [4.155, 0.175, -2.747], [3.747, -1.331, -1.833], [1.491, -4.451, 3.173], [1.035, -3.465, 2.026], [0.709, -2.734, 1.142], [2.278, 7.067, 2.679], [2.319, 5.728, 2.465], [1.887, 4.782, 3.432], [1.791, 3.423, 3.121], [2.228, 3.018, 1.850], [2.647, 3.944, 0.901], [2.750, 5.291, 1.199], [2.196, 1.323, 1.345], [1.798, 1.207, -0.107], [1.129, 0.537, 2.080], [3.687, 0.918, 1.593], [3.960, -0.376, 1.372], [5.507, -1.022, 1.958], [4.958, -2.589, 1.433], [3.689, -2.563, 0.919], [3.127, -1.312, 0.821], [1.935, 7.421, 3.540], [2.801, 7.698, 2.097], [1.574, 5.124, 4.415], [1.444, 2.727, 3.844], [2.845, 3.568, -0.095], [3.182, 5.910, 0.462], [5.538, -3.499, 1.683], [3.090, -3.416, 0.605]]
}